Entry from the Open Molecules 2025 dataset: a molecular structure, C65H63BrIrN6O5 (ωB97M-V/def2-TZVPD).

Each line ends with the Löwdin charge.
Atoms and positions in Å:
1 Ir -0.05189 -0.30492 0.08357  1.477
2 C -0.91807 -4.00160 -2.66045  -0.063
3 O 0.49684 -4.06477 -2.78523  -0.090
4 C 1.24019 -3.97859 -1.64098  -0.235
5 C 2.26598 -4.88432 -1.50826  0.003
6 C 3.11584 -4.87958 -0.39863  -0.084
7 C 2.89919 -3.95985 0.59155  -0.055
8 C 1.87826 -2.99673 0.47616  -0.135
9 C 1.75430 -2.07517 1.56945  -0.047
10 N 1.04752 -1.00558 1.55148  -0.151
11 N 0.97659 -0.24891 2.72884  0.076
12 C 0.37619 0.89420 2.52087  -0.477
13 O -0.15089 1.26373 1.39171  -0.181
14 C 0.23594 1.82592 3.66642  -0.139
15 C 1.07031 1.73002 4.77590  -0.050
16 C 0.91021 2.59543 5.84473  -0.066
17 C -0.08804 3.55988 5.81614  -0.078
18 C -0.92168 3.66019 4.71134  -0.067
19 C -0.75546 2.80144 3.63593  -0.009
20 C 1.03569 -2.95724 -0.66910  -0.260
21 O 0.10125 -2.06934 -0.90142  -0.233
22 H -1.31451 -4.34035 -3.61572  0.093
23 H -1.26451 -4.67165 -1.86701  0.104
24 H -1.25691 -2.99170 -2.44777  0.062
25 H 2.38833 -5.61405 -2.29935  0.125
26 H 3.91239 -5.60624 -0.32066  0.102
27 H 3.52092 -3.94749 1.47888  0.113
28 H 2.29591 -2.27924 2.48995  0.141
29 H 1.83641 0.96875 4.79434  0.095
30 H 1.56387 2.51555 6.70362  0.106
31 H -0.21405 4.23371 6.65366  0.104
32 H -1.70202 4.40966 4.68508  0.105
33 H -1.38528 2.88475 2.76241  0.089
34 C -4.01467 -2.00692 -1.24791  -0.048
35 O -3.14286 -1.75928 -0.16163  -0.074
36 C -3.47783 -2.34473 1.00004  -0.219
37 C -4.57230 -3.17628 1.16510  -0.055
38 C -4.83699 -3.69025 2.42738  -0.669
39 Br -6.34649 -4.81358 2.64558  0.750
40 C -4.04269 -3.40927 3.50748  -0.075
41 C -2.92255 -2.58303 3.34676  -0.056
42 C -2.65767 -2.04569 2.09378  -0.143
43 O -1.58182 -1.19734 1.86732  -0.026
44 C -2.10444 -2.36739 4.55538  -0.250
45 N -2.57252 -2.62169 5.74790  0.173
46 C -1.52505 -2.38348 6.61387  -0.225
47 C -1.46927 -2.50487 8.00307  -0.016
48 C -0.27090 -2.22501 8.62475  -0.098
49 C 0.86161 -1.83569 7.88970  -0.097
50 C 0.82148 -1.70405 6.51637  -0.025
51 C -0.39494 -1.97628 5.89741  -0.186
52 N -0.79713 -1.93671 4.57601  0.180
53 H -4.07243 -3.07588 -1.47271  0.104
54 H -3.58573 -1.47983 -2.08279  0.069
55 H -5.01405 -1.61128 -1.04602  0.110
56 H -5.22501 -3.41107 0.33927  0.098
57 H -4.24720 -3.81657 4.48579  0.107
58 H -1.57896 -0.52110 2.55997  0.104
59 H -2.34245 -2.81465 8.56135  0.110
60 H -0.19252 -2.31447 9.70038  0.098
61 H 1.78672 -1.63572 8.41502  0.098
62 H 1.69054 -1.40903 5.94855  0.100
63 H -0.17208 -1.77878 3.79417  0.116
64 C 1.51611 -1.16774 -3.48533  -0.066
65 C 2.94778 -1.43137 -3.06081  -0.334
66 C 3.88400 -0.86153 -4.13985  -0.047
67 C 3.42181 -0.95059 -1.68624  -0.106
68 C 4.66205 -1.49457 -1.33864  -0.052
69 C 5.37559 -1.07686 -0.23802  -0.058
70 C 4.86215 -0.05852 0.54451  -0.032
71 C 3.60963 0.48095 0.28579  -0.137
72 C 3.13869 1.64334 1.14397  -0.350
73 C 3.69239 2.97296 0.61897  -0.033
74 C 3.52919 1.49814 2.61647  -0.075
75 C 2.85506 -0.00950 -0.80167  -0.139
76 N 1.49803 0.45849 -0.92534  -0.011
77 C 1.15168 1.46556 -1.71809  -0.167
78 C -0.22518 1.71275 -1.95706  -0.190
79 N -1.14571 0.90693 -1.43255  0.040
80 C -2.45113 1.04975 -2.04507  -0.153
81 C -2.63614 0.54803 -3.35815  -0.147
82 C -3.83899 0.77730 -4.01622  -0.045
83 C -4.87679 1.45817 -3.41290  -0.068
84 C -4.69334 1.94181 -2.13357  -0.043
85 C -3.49531 1.77673 -1.43751  -0.143
86 C -3.45059 2.46076 -0.08020  -0.351
87 C -2.28906 3.44237 0.09521  -0.046
88 C -3.54173 1.43090 1.03828  -0.046
89 C -1.57643 -0.23272 -4.12460  -0.351
90 C -0.84670 0.64102 -5.15298  -0.041
91 C -2.12805 -1.44220 -4.89434  -0.067
92 C -0.32120 2.88830 -2.85000  -0.100
93 C -1.33230 3.61973 -3.41385  -0.001
94 C -0.99587 4.69957 -4.27209  -0.051
95 C 0.30094 5.03086 -4.56916  -0.016
96 C 1.36930 4.28481 -4.00419  -0.153
97 C 2.75996 4.48268 -4.21870  -0.015
98 C 3.67282 3.66180 -3.60856  -0.055
99 C 3.28754 2.60292 -2.74479  -0.023
100 C 1.95361 2.39991 -2.51380  -0.081
101 C 1.01492 3.24501 -3.15665  -0.091
102 H 1.25339 -1.84708 -4.29894  0.098
103 H 1.40721 -0.14687 -3.85811  0.076
104 H 0.81818 -1.32825 -2.67560  0.041
105 H 3.09571 -2.51538 -3.04803  0.126
106 H 3.79539 0.22508 -4.18283  0.070
107 H 3.60202 -1.25875 -5.11725  0.085
108 H 4.92951 -1.11083 -3.95896  0.073
109 H 5.07365 -2.26667 -1.97819  0.119
110 H 6.33560 -1.52023 -0.00562  0.107
111 H 5.44068 0.31576 1.37788  0.108
112 H 2.05507 1.70412 1.06497  0.099
113 H 4.78552 2.95863 0.61501  0.089
114 H 3.36588 3.79046 1.26537  0.087
115 H 3.34906 3.18853 -0.39147  0.054
116 H 4.59700 1.67586 2.76112  0.078
117 H 3.28873 0.51149 3.01125  0.067
118 H 3.00136 2.24570 3.21042  0.072
119 H -3.96234 0.41006 -5.02703  0.109
120 H -5.81097 1.62039 -3.93510  0.105
121 H -5.49225 2.49453 -1.65331  0.112
122 H -4.36524 3.05773 -0.03566  0.122
123 H -1.35057 2.93706 0.31070  0.052
124 H -2.50670 4.12477 0.92093  0.081
125 H -2.15653 4.05131 -0.80034  0.074
126 H -2.68121 0.77677 0.98393  0.038
127 H -4.44389 0.82366 0.93261  0.090
128 H -3.56888 1.90855 2.02077  0.084
129 H -0.85769 -0.59497 -3.39506  0.091
130 H -1.56591 1.06364 -5.86001  0.091
131 H -0.13819 0.03303 -5.71810  0.081
132 H -0.29928 1.46511 -4.70341  0.062
133 H -2.72969 -1.12806 -5.74948  0.074
134 H -2.73863 -2.11093 -4.29238  0.067
135 H -1.29178 -2.02168 -5.28972  0.080
136 H -2.37510 3.38660 -3.24203  0.108
137 H -1.80168 5.27176 -4.71408  0.105
138 H 0.51447 5.85563 -5.23819  0.111
139 H 3.09480 5.28011 -4.87092  0.112
140 H 4.72882 3.82119 -3.78577  0.105
141 H 4.04711 1.98024 -2.29041  0.114

Output
Net charge: 0
2S+1: 2
Expectation value of S²: 0.76
HOMO level (spin up / spin down), eV: -6.485 / -7.775
DFT total energy, a.u.: -5897.88041